1.
{
  "formula": "C6H12O",
  "method": "ωB97M-V/def2-TZVPD",
  "fmax_ev_per_a": 0.300,
  "homo_lumo_gap_ev": 10.58,
  "e_tot_ev": -8463.970,
  "multiplicity": 1,
  "species": ["C", "C", "O", "C", "C", "C", "C", "H", "H", "H", "H", "H", "H", "H", "H", "H", "H", "H", "H"],
  "positions_angstrom": [[-1.4329, -1.1158, -0.4717], [0.0891, -1.0182, -0.4001], [0.5517, -1.5608, 0.8324], [0.6479, -0.5158, 1.7996], [0.4229, 0.8095, 1.0545], [0.6665, 0.4060, -0.4026], [0.1442, 1.3724, -1.4564], [-1.9014, -0.5882, 0.3676], [-1.8305, -0.7017, -1.4047], [-1.7296, -2.1671, -0.4056], [0.5315, -1.6248, -1.1996], [-0.0888, -0.6765, 2.5976], [1.6477, -0.5645, 2.2483], [-0.6079, 1.1651, 1.1783], [1.0906, 1.6051, 1.3987], [1.7502, 0.2911, -0.5435], [0.6683, 2.3325, -1.3868], [0.3078, 0.9818, -2.4681], [-0.9272, 1.5701, -1.3379]],
  "forces_ev_per_angstrom": [[0.0, 0.0, 0.0], [-0.1, 0.0, -0.2], [0.0, -0.1, 0.0], [0.0, 0.2, 0.2], [0.0, 0.0, 0.0], [0.0, 0.0, 0.0], [-0.1, 0.0, 0.0], [0.1, 0.0, -0.1], [0.1, -0.1, 0.1], [0.1, 0.2, 0.0], [-0.1, 0.1, 0.1], [0.1, 0.0, -0.1], [-0.1, 0.0, -0.1], [0.2, 0.0, 0.0], [-0.1, -0.1, -0.1], [-0.1, 0.0, 0.0], [-0.1, -0.1, 0.0], [0.0, 0.0, 0.2], [0.1, -0.1, 0.0]]
}

2.
{
  "formula": "C6H12O",
  "method": "ωB97M-V/def2-TZVPD",
  "fmax_ev_per_a": 0.507,
  "homo_lumo_gap_ev": 9.69,
  "e_tot_ev": -8462.595,
  "multiplicity": 1,
  "species": ["C", "C", "C", "O", "H", "H", "H", "H", "H", "H", "C", "C", "C", "H", "H", "H", "H", "H", "H"],
  "positions_angstrom": [[-2.1058, 0.5282, 0.3575], [-1.3706, -0.2514, -0.4306], [-1.0203, 0.1339, -1.8407], [-1.1130, -1.5393, -0.0474], [-2.3862, 1.5221, 0.0301], [-2.5120, 0.1339, 1.2813], [-0.0339, -0.1951, -2.1813], [-1.0848, 1.2165, -1.9762], [-1.7674, -0.3370, -2.4849], [-0.2752, -1.8161, -0.4410], [1.8308, -0.5518, -0.3482], [1.5010, -0.4678, 0.9378], [1.2668, 0.8025, 1.6954], [2.0653, -1.5062, -0.8162], [1.8684, 0.3296, -0.9857], [1.4429, -1.3783, 1.5342], [2.1949, 1.0213, 2.2353], [1.0345, 1.6533, 1.0474], [0.4645, 0.7016, 2.4335]],
  "forces_ev_per_angstrom": [[0.0, -0.1, -0.1], [-0.4, 0.3, -0.1], [0.0, 0.0, -0.1], [0.0, -0.1, -0.2], [0.0, -0.1, 0.1], [0.2, 0.2, 0.1], [-0.1, 0.0, 0.2], [0.0, -0.2, 0.1], [0.1, 0.0, -0.1], [-0.1, 0.1, 0.0], [0.1, 0.0, 0.2], [0.2, 0.0, -0.2], [0.1, 0.0, 0.0], [0.0, 0.1, 0.1], [0.1, -0.1, 0.2], [0.1, 0.1, -0.1], [-0.2, 0.1, 0.1], [0.1, -0.2, 0.0], [0.1, 0.0, -0.2]]
}

3.
{
  "formula": "C6H12O2",
  "method": "ωB97M-V/def2-TZVPD",
  "fmax_ev_per_a": 3.811,
  "homo_lumo_gap_ev": 10.62,
  "e_tot_ev": -10509.766,
  "multiplicity": 1,
  "species": ["C", "C", "O", "C", "C", "C", "O", "C", "H", "H", "H", "H", "H", "H", "H", "H", "H", "H", "H", "H"],
  "positions_angstrom": [[-0.9609, 0.1777, -1.6816], [-1.1092, 0.3217, -0.2136], [-2.3141, 1.0423, 0.0613], [-0.6326, -0.7521, 0.6901], [0.7569, -0.1348, 0.8618], [1.8678, -0.8199, 0.0493], [1.0422, -0.0018, 2.2455], [0.1598, 1.1389, 0.2235], [-1.7459, -0.4729, -2.0970], [-1.1272, 1.1630, -2.1859], [-0.0310, -0.1965, -2.0516], [-3.0708, 0.5397, -0.1946], [-1.1129, -0.8333, 1.6869], [-0.5767, -1.7337, 0.2507], [2.1801, -1.6778, 0.7616], [1.4380, -1.1543, -1.0245], [2.7830, -0.1336, -0.1941], [2.0764, 0.1477, 2.3807], [-0.3601, 1.7678, 0.9427], [0.7374, 1.6122, -0.5111]],
  "forces_ev_per_angstrom": [[-2.0, -0.1, -1.9], [1.2, 2.5, -1.0], [1.2, 0.2, 0.7], [0.1, -2.2, 1.4], [-0.4, 1.0, -0.4], [0.4, -0.4, -0.8], [3.8, 0.2, 0.5], [-1.9, -0.6, 1.5], [0.1, -0.1, -0.1], [0.2, -0.6, 0.6], [0.7, -0.3, 0.1], [-0.7, -0.7, -0.3], [0.0, 0.3, -0.7], [-0.3, -0.7, -0.1], [-0.2, 0.9, -1.8], [1.1, 0.4, 2.7], [-1.6, -1.1, 0.7], [-3.4, -0.4, -0.5], [1.1, 0.6, 0.5], [0.6, 1.0, -1.0]]
}

4.
{
  "formula": "C6H12O2",
  "method": "ωB97M-V/def2-TZVPD",
  "fmax_ev_per_a": 3.875,
  "homo_lumo_gap_ev": 10.52,
  "e_tot_ev": -10509.097,
  "multiplicity": 1,
  "species": ["C", "C", "C", "O", "O", "H", "H", "H", "H", "H", "H", "C", "C", "C", "H", "H", "H", "H", "H", "H"],
  "positions_angstrom": [[1.9604, -1.7625, -1.2166], [1.7058, -0.4700, -1.3152], [0.3889, 0.1017, -1.7769], [-0.2004, 0.6873, -0.6600], [0.5625, 1.0430, -2.8135], [1.3367, -2.4989, -1.7031], [2.8533, -2.1333, -0.7404], [2.3934, 0.2691, -0.9170], [-0.2264, -0.6911, -2.2274], [-1.2405, 0.9711, -0.5894], [1.0450, 1.7962, -2.4484], [-2.2212, 0.9581, 1.1671], [-1.0482, 0.8238, 1.8187], [-0.4307, -0.4768, 2.1925], [-2.9626, 0.1779, 1.2708], [-2.7070, 1.9226, 1.1359], [-0.4179, 1.6935, 1.9575], [-0.0610, -0.4297, 3.2178], [0.4186, -0.6926, 1.5467], [-1.1488, -1.2894, 2.1011]],
  "forces_ev_per_angstrom": [[0.2, 0.0, -0.5], [-0.5, 0.2, 0.6], [-0.4, 0.0, -0.8], [-2.3, 0.9, 0.6], [0.0, 0.1, -0.2], [-0.3, -0.1, 0.2], [0.2, 0.0, -0.1], [0.1, 0.0, 0.1], [0.0, 0.2, 0.2], [3.5, -1.4, -0.9], [-0.1, -0.1, 0.0], [-0.5, 0.3, 2.6], [-0.4, 0.0, -1.0], [-0.2, 0.0, 0.2], [0.2, -0.6, -0.7], [0.3, 0.4, -0.6], [0.0, 0.1, 0.0], [0.0, -0.1, 0.0], [0.1, 0.0, -0.1], [0.0, -0.1, 0.0]]
}

5.
{
  "formula": "C6H12O2",
  "method": "ωB97M-V/def2-TZVPD",
  "charge": 1,
  "fmax_ev_per_a": 1.426,
  "homo_lumo_gap_ev": [10.12, 5.21],
  "e_tot_ev": -10501.630,
  "multiplicity": 2,
  "species": ["O", "C", "O", "C", "C", "C", "C", "C", "H", "H", "H", "H", "H", "H", "H", "H", "H", "H", "H", "H"],
  "positions_angstrom": [[1.9034, -1.2052, -1.6763], [2.1045, -0.5836, -0.6149], [3.3248, -0.5908, -0.1851], [1.0578, -0.0508, 0.2722], [-0.3302, 0.1206, -0.3603], [-0.3133, 1.2398, -1.3993], [-1.3344, 0.4424, 0.7728], [-1.9042, -0.8173, 1.4709], [3.9608, -0.9966, -0.8143], [1.3338, 0.9156, 0.6869], [1.0795, -0.6782, 1.1643], [-0.7069, -0.8094, -0.7787], [-0.9848, 0.9668, -2.2245], [-0.7215, 2.1712, -1.0243], [0.6582, 1.3636, -1.8751], [-0.7866, 1.0242, 1.5196], [-2.1606, 1.0092, 0.3582], [-2.9822, -0.7613, 1.6120], [-1.8864, -1.6519, 0.7588], [-1.3117, -1.1085, 2.3370]],
  "forces_ev_per_angstrom": [[-0.6, 0.1, -0.6], [0.7, -0.5, 1.1], [0.5, 0.3, -0.2], [-1.2, 0.4, -0.1], [-0.6, 0.2, 0.7], [-0.6, -0.7, -0.9], [0.2, -0.8, 0.4], [0.2, -0.3, -1.3], [0.0, 0.1, 0.2], [0.7, 0.3, -0.3], [0.0, -0.6, -0.1], [0.4, -0.2, -0.4], [0.1, 0.0, 0.2], [0.4, 0.2, 0.3], [0.2, 0.3, 0.1], [-0.4, 0.5, 0.0], [0.1, 0.3, 0.0], [0.2, 0.4, 0.9], [0.4, -0.1, 0.1], [-0.5, 0.0, 0.2]]
}

6.
{
  "formula": "C6H12O2S",
  "method": "ωB97M-V/def2-TZVPD",
  "fmax_ev_per_a": 5.938,
  "homo_lumo_gap_ev": 10.04,
  "e_tot_ev": -21344.159,
  "multiplicity": 1,
  "species": ["C", "C", "C", "C", "C", "C", "O", "O", "S", "H", "H", "H", "H", "H", "H", "H", "H", "H", "H", "H", "H"],
  "positions_angstrom": [[-0.2373, 0.9925, 0.0960], [-0.8169, -0.4893, -0.0919], [0.3006, 1.5516, -1.2874], [0.6390, 1.2865, 1.3065], [-0.4185, -1.3536, -1.3311], [-0.9028, -1.2988, 1.2552], [-3.5987, -0.2001, 0.3473], [-1.5241, 1.6055, 0.2764], [-2.4648, 0.2738, -0.4368], [0.7322, 2.4587, -0.9923], [-0.4451, 1.7970, -1.8870], [1.1176, 0.9447, -1.6608], [1.3760, 1.9952, 1.1295], [1.1271, 0.4350, 1.5753], [0.1050, 1.6945, 2.1986], [-1.0914, -2.0988, -1.3975], [0.5167, -1.6880, -1.3355], [-0.4047, -0.6356, -2.1056], [-0.7424, -2.3199, 1.0007], [-1.9155, -1.1102, 1.5029], [-0.2926, -0.9728, 2.0140]],
  "forces_ev_per_angstrom": [[-0.9, -0.5, -1.8], [1.1, -0.6, 1.2], [3.2, -1.8, 4.7], [-2.3, 1.1, 0.1], [-1.4, 4.8, 2.0], [-1.1, 0.6, -3.4], [0.7, 0.0, 0.6], [-1.7, -0.8, 0.0], [0.9, 1.7, -0.6], [0.8, 1.6, 0.2], [-3.3, 0.4, -3.1], [-0.2, -0.2, -0.5], [1.4, 1.5, -0.8], [1.4, -2.5, 1.0], [-0.1, -0.6, -0.9], [-2.3, -2.5, -0.7], [4.0, -1.7, 0.7], [-0.6, 0.2, -1.6], [0.0, -0.9, 0.2], [-1.1, -0.5, 1.1], [1.5, 0.7, 1.6]]
}